Here is a 2-piece molecular cluster, C2H4Cl2OS overall from OMol25. Energies are from ωB97M-V/def2-TZVPD.

ORCA input file:
```
! wB97M-V def2-TZVPD RIJCOSX def2/J DEFGRID3
* xyz 0 1
C -1.28 0.70 -0.16
C -0.15 -0.10 -0.83
O 2.39 -0.93 1.42
S 1.57 0.46 1.17
Cl -0.33 -1.76 -0.62
Cl 0.57 0.55 -2.29
H -2.32 0.56 -0.63
H -1.12 0.39 0.86
H -0.97 1.73 -0.23
H 1.65 -1.59 1.31
*
```

* HOMO (spin up / spin down): -0.323 / -0.304 Ha
* DFT total energy: -1472.3011 hartree
* energy relative to the best compared isomer or geometry (same formula, charge and spin): 2.140 eV

Let us look at the natural (NBO) charges, expressed in e, one per atom:
1 C -0.700
2 C -0.091
3 O -0.816
4 S 0.294
5 Cl 0.061
6 Cl 0.050
7 H 0.234
8 H 0.251
9 H 0.231
10 H 0.486

***

Here is C35H37N13O4ReSe as an isolated structure from OMol25. Energies are from ωB97M-V/def2-TZVPD.

ORCA input file:
```
! wB97M-V def2-TZVPD RIJCOSX def2/J DEFGRID3
* xyz 2 2
Re -1.06 0.64 0.08
C -4.89 -2.58 2.63
N -4.22 -1.56 1.78
C -2.97 -1.50 1.39
N -2.84 -0.51 0.50
C -4.12 0.00 0.40
N -4.97 -0.61 1.16
C -5.94 -3.33 1.84
C -7.24 -3.46 2.30
C -8.19 -4.08 1.50
C -7.87 -4.53 0.23
C -6.57 -4.38 -0.23
C -5.61 -3.81 0.59
C -6.19 -4.74 -1.60
N -6.91 -5.15 -2.58
N -6.04 -5.23 -3.69
C -4.89 -4.87 -3.26
O -4.90 -4.55 -1.95
C -3.61 -4.73 -3.96
C -3.55 -4.79 -5.35
C -2.33 -4.59 -5.98
C -1.18 -4.34 -5.24
C -1.24 -4.30 -3.86
C -0.01 -4.07 -3.03
N 0.04 -2.72 -2.40
C -0.59 -2.27 -1.33
N -0.28 -0.98 -1.16
C 0.53 -0.70 -2.24
N 0.75 -1.73 -2.99
C -2.46 -4.50 -3.22
H -5.32 -2.07 3.48
H -4.10 -3.24 2.98
H -2.18 -2.14 1.75
H -4.39 0.83 -0.24
H -7.51 -3.09 3.28
H -9.21 -4.19 1.87
H -8.62 -4.97 -0.41
H -4.59 -3.72 0.21
H -4.45 -4.98 -5.92
H -2.27 -4.64 -7.06
H -0.23 -4.19 -5.75
H 0.88 -4.13 -3.63
H 0.06 -4.80 -2.22
H -1.20 -2.87 -0.68
H 0.96 0.28 -2.42
H -2.53 -4.51 -2.14
O -1.82 2.11 -2.46
C -1.61 1.49 -1.54
C 2.36 1.06 3.09
N 2.02 0.95 1.67
C 2.06 -0.41 1.14
C 1.51 1.97 0.98
N 0.61 1.74 -0.02
N 1.89 3.22 1.22
C 1.03 4.36 0.89
C 3.22 3.57 1.72
H 1.85 0.26 3.62
H 2.02 2.01 3.50
H 3.44 0.96 3.25
H 2.96 -0.89 1.50
H 2.09 -0.39 0.05
H 1.20 -0.99 1.48
H 0.58 2.51 -0.69
H 1.44 4.93 0.05
H 0.97 5.03 1.75
H 0.02 4.03 0.63
H 3.90 2.73 1.60
H 3.21 3.88 2.77
H 3.59 4.41 1.13
Se 1.05 3.42 -2.90
C 2.81 4.01 -2.61
C 3.27 4.29 -1.32
C 4.58 4.72 -1.17
N 5.43 4.87 -2.19
C 4.98 4.60 -3.42
C 3.68 4.18 -3.68
H 2.61 4.18 -0.46
H 4.97 4.96 -0.18
H 5.68 4.74 -4.23
H 3.35 3.99 -4.70
O -0.81 0.33 2.47
C -1.60 1.29 2.57
C -2.35 1.84 3.75
C -3.24 2.93 3.10
C -2.91 2.90 1.61
O -3.39 3.54 0.73
N -1.90 1.92 1.42
H -1.64 2.22 4.48
H -2.91 1.04 4.23
H -3.05 3.93 3.50
H -4.30 2.73 3.22
*
```

* HOMO (spin up / spin down): -0.471 / -0.471 Ha
* DFT total energy: -4847.9771 hartree
* energy relative to the best compared isomer or geometry (same formula, charge and spin): 1.518 eV

Let us look at the Mulliken charges, expressed in e, one per atom:
1 Re 2.630
2 C -0.892
3 N 0.830
4 C -0.255
5 N -0.319
6 C -0.534
7 N -0.860
8 C 0.842
9 C -0.806
10 C -0.710
11 C -0.848
12 C -0.033
13 C -0.297
14 C 0.628
15 N -0.452
16 N -0.471
17 C 0.491
18 O -0.237
19 C 0.167
20 C -0.943
21 C -0.699
22 C -0.773
23 C 1.110
24 C -1.536
25 N 0.883
26 C -0.063
27 N -0.720
28 C -0.394
29 N -0.871
30 C -0.022
31 H 0.456
32 H 0.246
33 H 0.509
34 H 0.605
35 H 0.406
36 H 0.415
37 H 0.543
38 H 0.656
39 H 0.531
40 H 0.421
41 H 0.425
42 H 0.441
43 H 0.395
44 H 0.533
45 H 0.448
46 H 0.530
47 O -0.531
48 C -0.177
49 C -1.203
50 N 0.266
51 C -1.123
52 C 0.195
53 N 0.502
54 N -0.020
55 C -0.815
56 C -1.281
57 H 0.398
58 H 0.401
59 H 0.381
60 H 0.497
61 H 0.333
62 H 0.272
63 H -0.246
64 H 0.369
65 H 0.441
66 H 0.255
67 H 0.422
68 H 0.315
69 H 0.519
70 Se 0.128
71 C -0.023
72 C 1.807
73 C -0.544
74 N -0.530
75 C -0.378
76 C -0.456
77 H -1.143
78 H 0.447
79 H 0.382
80 H 0.440
81 O -0.696
82 C 0.361
83 C -0.596
84 C -0.585
85 C 0.050
86 O -0.551
87 N 0.001
88 H 0.343
89 H 0.310
90 H 0.339
91 H 0.318